1.
Below is C4H2O2 as an isolated structure in a non-equilibrium geometry, with properties calculated with the ωB97M-V functional and the def2-TZVPD basis.

```
8
Properties=species:S:1:pos:R:3:nbo_charge:R:1
O 1.20504 -1.48614 -0.09991 -0.470
C 0.49664 -0.95027 -0.91435 0.401
C -0.42115 0.15707 -0.61256 -0.439
C -1.24760 1.11407 -0.72945 0.161
C -0.44048 0.71756 0.96568 0.438
O 0.57771 1.18863 1.36034 -0.410
H 0.46178 -1.25557 -1.97385 0.156
H -1.27148 0.37055 1.59122 0.162
```

The value obtained for the largest force on an atom is 1.03 eV Å⁻¹. The HOMO-LUMO gap is 9.8 eV. For the electronic energy, the calculation gives -303.919342 a.u. As for the net charge: 0. Its LUMO energy is -1.212 eV. The energy relative to the best compared isomer or geometry (same formula, charge and spin) comes out at 56.77 kcal per mole. The value obtained for the highest occupied orbital energy is -11.0 eV.

---

2.
Below is a 2-piece molecular cluster, C5H12O overall, with properties calculated with the ωB97M-V functional and the def2-TZVPD basis.

```
18
Properties=species:S:1:pos:R:3:nbo_charge:R:1
C 1.46442 -1.03424 1.34639 -0.644
C 0.89652 0.23911 0.78152 -0.238
C -0.20726 -0.92990 -1.77618 -0.249
C -0.37022 0.61480 0.90794 -0.139
C -0.92766 1.87961 0.30441 -0.647
O -1.27632 -0.82253 -0.87158 -0.717
H 1.98778 -0.82230 2.28452 0.215
H 0.67956 -1.77250 1.55317 0.213
H 2.19115 -1.50865 0.67316 0.206
H 1.57147 0.87828 0.20692 0.184
H 0.22577 0.03714 -2.10090 0.162
H 0.58794 -1.47105 -1.25185 0.189
H -0.52529 -1.50585 -2.65353 0.169
H -1.08302 -0.03756 1.41457 0.199
H -1.99776 1.80270 0.06127 0.205
H -0.39299 2.15264 -0.61797 0.207
H -0.80290 2.68869 1.03279 0.220
H -2.02121 -0.38840 -1.29465 0.466
```

The value obtained for the largest force on an atom is 0.81 eV Å⁻¹. The HOMO-LUMO gap is 9.5 eV. For the electronic energy, the calculation gives -272.887480 a.u. As for the net charge: 0. Its LUMO energy is 0.966 eV. The SMILES is C/C=C/C.CO. The energy relative to the best compared isomer or geometry (same formula, charge and spin) comes out at 38.39 kcal per mole. The value obtained for the highest occupied orbital energy is -8.5 eV.

---

3.
Below is C21H14BCl3F4IrN5O5S as an isolated structure in a non-equilibrium geometry, with properties calculated with the ωB97M-V functional and the def2-TZVPD basis.

```
55
Properties=species:S:1:pos:R:3:nbo_charge:R:1
Ir 0.28368 -0.02070 -0.08592 1.563
C 1.49237 -1.68941 4.33836 -0.705
C 1.45688 -0.75569 3.15705 0.703
O 0.68150 -0.95800 2.23085 -0.629
N 2.27191 0.32006 3.20783 -0.596
C 2.38820 1.27956 2.11477 -0.278
C 1.15011 2.13588 1.97613 0.229
C 1.07119 3.36387 2.60305 -0.247
C -0.11982 4.07775 2.57979 -0.136
C -1.21860 3.52190 1.96218 -0.237
C -1.07383 2.29447 1.33528 0.106
N 0.08277 1.63492 1.31986 -0.451
H 1.29785 -2.69915 3.98273 0.269
H 0.69482 -1.40844 5.02750 0.238
H 2.44494 -1.66060 4.86642 0.211
H 2.86086 0.43115 4.01303 0.401
H 2.60029 0.74267 1.19935 0.276
H 3.24934 1.91061 2.32352 0.221
H 1.94659 3.75650 3.10265 0.220
H -0.18315 5.05064 3.05007 0.220
H -2.17212 4.02723 1.92164 0.238
H -1.89041 1.81963 0.81549 0.269
O -1.52973 -2.89075 -0.57869 -0.594
C -1.93645 -1.75728 -0.68378 0.779
O -1.53561 -0.76453 0.08653 -0.642
C -2.93448 -1.45379 -1.79798 -0.198
C -2.87236 -2.37646 -2.83659 -0.105
C -3.70296 -2.30164 -3.94347 -0.246
C -4.65189 -1.29221 -4.02464 -0.204
C -4.73650 -0.36482 -3.00995 -0.219
C -3.88822 -0.40363 -1.88016 -0.165
S -4.20652 0.81110 -0.70997 -0.064
H -2.13229 -3.16084 -2.76000 0.231
H -3.60823 -3.03071 -4.73789 0.208
H -5.32430 -1.23331 -4.87092 0.206
H -5.47432 0.42465 -3.05160 0.218
N 1.12000 -1.77564 -0.36409 -0.529
C 1.33039 -2.91814 -0.34705 0.570
C 1.64392 -4.24469 -0.19372 -0.532
C 2.27428 -4.98787 -1.22079 0.307
N 2.79235 -5.61174 -2.04042 -0.352
C 1.31288 -4.84979 1.04535 0.319
N 1.06218 -5.34924 2.05516 -0.374
Cl -0.14780 4.65324 -3.42594 0.023
C 0.50363 3.26706 -2.53322 -0.199
Cl 1.72724 3.85419 -1.36817 0.006
Cl 1.24484 2.13930 -3.65534 0.062
C -0.60789 2.60392 -1.64997 0.743
O -1.48320 3.31980 -1.20988 -0.598
O -0.45184 1.35059 -1.47714 -0.717
F 4.14981 1.28078 -1.67421 -0.543
B 3.45379 0.19070 -1.21640 1.370
F 3.10637 -0.69629 -2.19565 -0.537
F 4.04478 -0.39759 -0.10873 -0.557
F 2.14278 0.79078 -0.66233 -0.554
```

The value obtained for the largest force on an atom is 1.33 eV Å⁻¹. The HOMO-LUMO gap (spin up / spin down) is 3.1 / 3.4 eV. For the electronic energy, the calculation gives -3766.240426 a.u. As for the net charge: -1. Its LUMO energy (spin up / spin down) is -1.179 / -1.274 eV. The energy relative to the best compared isomer or geometry (same formula, charge and spin) comes out at 134.19 kcal per mole. The spin multiplicity is 2. The value obtained for the highest occupied orbital energy (spin up / spin down) is -4.3 / -4.6 eV.

---

4.
Below is one molecule with the formula C5H12N2 in a non-equilibrium geometry, with properties calculated with the ωB97M-V functional and the def2-TZVPD basis.

```
19
Properties=species:S:1:pos:R:3:nbo_charge:R:1
C 0.54545 -0.28340 0.31822 0.068
C -1.92141 -1.26677 -0.15138 -0.621
C -1.53091 1.16290 -0.29570 -0.624
C 2.86471 0.60628 -0.21959 -0.409
C -0.94570 -0.19607 -0.56599 -0.186
N 1.33691 -1.38463 -0.15758 -0.459
N 1.65738 -0.05118 -0.53844 -0.302
H 0.48452 -0.09818 1.35162 0.177
H -2.33362 -1.08108 0.82668 0.199
H -1.65240 -2.25201 -0.27822 0.217
H -2.76895 -1.04657 -0.76398 0.208
H -2.14774 1.18480 0.54617 0.198
H -2.16209 1.49735 -1.10336 0.212
H -0.71422 1.77794 -0.06325 0.208
H 3.70064 0.38240 -0.84177 0.211
H 2.64231 1.70548 -0.05617 0.217
H 3.32893 0.31148 0.87310 0.131
H -0.42097 -0.26655 -1.59999 0.231
H 1.93141 -1.75110 0.61746 0.322
```

The value obtained for the largest force on an atom is 4.93 eV Å⁻¹. The HOMO-LUMO gap is 9.7 eV. For the electronic energy, the calculation gives -307.087188 a.u. As for the net charge: 0. Its LUMO energy is 1.114 eV. The SMILES is CC(C)[C@H]1NN1C. The energy relative to the best compared isomer or geometry (same formula, charge and spin) comes out at 89.20 kcal per mole. The value obtained for the highest occupied orbital energy is -8.6 eV.

---

5.
Below is a 8-piece molecular cluster, C16H28BNO32S6 overall in a non-equilibrium geometry, with properties calculated with the ωB97M-V functional and the def2-TZVPD basis.

```
84
Properties=species:S:1:pos:R:3:mulliken_spin:R:1
N -4.42272 4.41472 6.13684 -0.004
H -4.28712 3.43942 5.91208 0.000
H -3.94631 4.61850 7.00380 0.001
H -5.38392 4.68770 5.98960 0.000
H -3.95029 4.89901 5.38692 0.003
O -2.34144 4.71960 4.20309 0.661
C -2.49929 3.94415 3.21102 -0.058
O -1.90694 4.18091 2.09592 0.003
B -2.21036 3.05308 1.16821 0.026
O -2.95386 2.02522 1.98214 0.096
C -3.21504 2.48258 3.21018 0.013
O -3.71744 1.95539 4.20065 0.215
O -2.99293 3.56050 0.04372 0.014
C -2.20887 3.50244 -1.02233 -0.003
O -2.49284 3.92193 -2.11031 0.010
C -0.88456 2.74452 -0.70645 0.004
O -1.00325 2.40457 0.55529 0.016
O 0.04843 2.70099 -1.45708 0.004
C -9.43273 3.46589 10.47511 0.000
C -9.92716 2.86497 9.14008 0.000
O -9.78739 3.86120 8.24216 0.000
S -8.39588 4.70551 8.52769 0.000
O -8.72233 6.14177 8.14727 0.000
O -7.13834 4.06049 8.01375 0.001
O -8.50889 4.52435 10.17337 0.000
H -8.75549 2.80983 11.02192 0.000
H -10.36790 3.70300 10.98239 0.000
H -10.91830 2.42889 9.01536 0.000
H -9.29472 2.04717 8.79461 0.000
C -9.48792 3.45503 4.52161 0.000
C -8.46797 2.37669 4.97936 0.000
O -7.69544 2.13271 3.78190 0.000
S -7.27511 3.59488 3.11949 0.000
O -7.08372 3.37712 1.65101 0.000
O -6.26966 4.38068 3.84390 -0.001
O -8.89472 4.15462 3.44296 0.000
H -9.65336 4.23339 5.26652 0.000
H -10.48415 3.11626 4.23726 0.000
H -9.00299 1.49287 5.32680 0.000
H -7.96681 2.82200 5.83880 0.000
C -0.90906 8.20578 4.45907 -0.002
C -2.31923 8.35494 3.89685 0.002
O -3.17600 7.84476 4.82391 -0.001
S -2.68183 8.09192 6.42504 0.000
O -3.09163 7.11177 7.37372 0.000
O -2.83646 9.54542 6.83731 0.000
O -1.13137 7.83542 5.90155 0.001
H -0.23522 9.02911 4.22207 0.000
H -0.64044 7.32711 3.87265 0.001
H -2.48616 7.80785 2.96899 -0.002
H -2.33332 9.38794 3.54924 0.000
C 1.62335 2.84802 6.71445 0.000
C 1.28699 2.17605 8.02829 0.000
O 0.48197 3.05657 8.73388 0.000
S -0.30374 4.15933 7.80112 0.000
O -0.01228 5.51496 8.20623 0.000
O -1.69203 3.81559 7.63921 -0.001
O 0.58419 3.76409 6.42491 0.001
H 1.88281 2.22147 5.86109 0.000
H 2.60000 3.30849 6.56544 0.000
H 2.12085 1.90904 8.67750 0.000
H 0.73826 1.23763 7.94836 0.000
C -5.42252 -0.45612 9.92684 0.000
C -6.34140 0.58307 10.57166 0.000
O -6.27844 1.88243 9.84377 0.000
S -5.23493 1.86388 8.50455 0.000
O -4.24530 2.91788 8.54316 0.000
O -5.98810 1.54795 7.26792 0.000
O -4.54386 0.41590 9.08488 0.000
H -5.89564 -1.13721 9.21946 0.000
H -4.90477 -0.93573 10.75752 0.000
H -6.02707 0.65553 11.61284 0.000
H -7.36068 0.20296 10.64008 0.000
C -5.85603 8.14736 2.99363 0.000
C -7.40862 8.03880 2.87565 0.000
O -7.78794 7.63097 4.14943 0.000
S -6.66004 7.94491 5.30693 0.000
O -6.10363 6.67856 5.75782 0.001
O -7.34777 8.89024 6.26661 0.000
O -5.71642 8.72898 4.20534 0.000
H -5.38174 8.71250 2.19129 0.000
H -5.30128 7.21399 3.08953 0.000
H -7.67814 7.13841 2.32360 0.000
H -7.90966 8.93161 2.50154 0.000
```

The value obtained for the largest force on an atom is 6.03 eV Å⁻¹. The HOMO-LUMO gap (spin up / spin down) is 7.0 / 2.7 eV. For the electronic energy, the calculation gives -5502.398921 a.u. As for the net charge: +1. Its LUMO energy (spin up / spin down) is -5.107 / -9.369 eV. The spin multiplicity is 2. The value obtained for the highest occupied orbital energy (spin up / spin down) is -12.1 / -12.0 eV.

---

6.
Below is C35H34GaN8O2S as an isolated structure in a non-equilibrium geometry, with properties calculated with the ωB97M-V functional and the def2-TZVPD basis.

```
81
Properties=species:S:1:pos:R:3:nbo_charge:R:1
Ga -0.66970 2.14270 0.34273 1.731
C -1.31012 6.73075 2.71261 -0.426
N -1.02545 6.44319 1.33274 -0.300
C -0.69056 7.36525 0.38270 -0.005
C -0.59070 6.72318 -0.80087 -0.063
N -0.88261 5.37759 -0.58868 -0.355
C -1.11622 5.23533 0.75427 0.298
S -1.44876 3.85932 1.71904 -0.164
C -1.23850 4.48786 -1.61549 0.404
C -1.41284 4.95981 -2.91793 -0.241
C -1.94133 4.12405 -3.88415 -0.079
C -2.33262 2.83591 -3.52483 -0.219
C -2.06611 2.41962 -2.24332 0.076
N -1.48387 3.19781 -1.31401 -0.593
H -1.06178 7.76965 2.91940 0.254
H -0.73010 6.07805 3.36554 0.242
H -2.36975 6.56814 2.92261 0.247
H -0.55677 8.40277 0.62161 0.272
H -0.30149 7.12347 -1.74872 0.259
H -1.16803 5.97348 -3.18689 0.254
H -2.07156 4.47844 -4.89331 0.265
H -2.81974 2.18050 -4.22985 0.267
H -2.32769 1.42228 -1.91312 0.228
C -1.57041 -11.51166 0.11503 -0.263
O -2.18652 -10.56145 0.96458 -0.453
C -1.90336 -9.27478 0.86996 0.387
C -2.57948 -8.42017 1.77005 -0.252
C -2.34090 -7.07396 1.77096 -0.114
C -1.42919 -6.50340 0.85934 -0.220
C -0.76214 -7.35420 -0.04168 -0.078
C -0.98791 -8.70779 -0.03788 -0.329
C -1.24805 -5.08792 0.83658 0.453
N -1.75627 -4.22246 1.70879 -0.474
C -1.42372 -3.00056 1.27504 0.217
C -0.66786 -3.09814 0.07680 0.084
N -0.56892 -4.43012 -0.16462 -0.510
C -0.23202 -1.98142 -0.65275 -0.071
C 0.46478 -2.00532 -1.87304 -0.084
C 0.71070 -0.82365 -2.53380 -0.231
C 0.30238 0.38131 -1.96040 0.058
N -0.29182 0.43942 -0.77796 -0.600
C -0.57608 -0.70072 -0.11206 0.212
C -1.28103 -0.58188 1.11932 0.140
N -1.51889 0.67411 1.57544 -0.584
C -2.25266 0.83996 2.67222 0.093
C -2.78586 -0.22738 3.38381 -0.221
C -2.52580 -1.51998 2.96921 -0.056
C -1.75183 -1.72439 1.82138 -0.070
H -1.95863 -12.48004 0.42399 0.225
H -0.48362 -11.50574 0.23111 0.189
H -1.83813 -11.32852 -0.92852 0.189
H -3.28295 -8.86546 2.45531 0.246
H -2.84867 -6.42130 2.46254 0.237
H -0.03308 -6.96713 -0.74018 0.185
H -0.45062 -9.33732 -0.73015 0.237
H -0.10266 -4.87133 -0.94035 0.433
H 0.78997 -2.94486 -2.29168 0.243
H 1.20534 -0.82079 -3.49119 0.258
H 0.43749 1.32210 -2.48255 0.217
H -2.44203 1.85557 2.99295 0.225
H -3.39198 -0.03237 4.25475 0.264
H -2.91871 -2.37237 3.49984 0.271
O 1.17135 2.70969 0.13753 -0.846
C 2.45349 2.81138 0.02141 0.755
C 3.10441 2.45647 -1.28223 -0.499
C 4.46679 1.75854 -1.15102 -0.404
C 5.63468 2.72669 -0.95222 -0.407
C 5.27088 3.93488 -0.09217 -0.421
C 4.56166 3.53930 1.19712 -0.232
N 3.14086 3.23067 1.04824 -0.506
H 3.21864 3.36493 -1.87946 0.256
H 2.42198 1.79978 -1.82066 0.235
H 4.64737 1.18214 -2.05962 0.243
H 4.42052 1.04447 -0.32875 0.209
H 6.00151 3.07768 -1.91652 0.232
H 6.45311 2.18526 -0.47714 0.232
H 4.65570 4.64523 -0.64621 0.202
H 6.19015 4.45657 0.18182 0.259
H 4.60871 4.36413 1.91045 0.235
H 5.06864 2.67920 1.64548 0.225
H 2.60700 3.37994 1.90168 0.424
```

The value obtained for the largest force on an atom is 1.40 eV Å⁻¹. The HOMO-LUMO gap is 4.9 eV. For the electronic energy, the calculation gives -4264.956674 a.u. As for the net charge: +3. Its LUMO energy is -8.465 eV. The value obtained for the highest occupied orbital energy is -13.4 eV.